No. 1
A structure of composition C18H41BiOP3S. Source: the Open Molecules 2025 dataset; level of theory: wB97M-V/def2-TZVPD.

XYZ file:
```
65
Properties=species:S:1:pos:R:3:lowdin_charge:R:1
Bi -0.76 2.97 1.46 1.3433
P 0.68 -1.03 -0.57 0.7701
P 0.29 2.92 -1.17 0.6765
P -2.83 -1.86 0.87 0.8789
H -3.82 2.97 -0.11 0.0519
C -3.92 2.06 0.47 -0.4297
C -2.82 2.08 1.54 -0.5242
H -3.15 2.88 2.25 0.0502
C 0.29 -1.70 -2.25 -0.2991
C 2.36 -0.39 -0.95 -0.2903
C 1.27 -2.63 0.14 -0.2822
C -0.11 4.67 -1.62 -0.2788
C 2.13 3.00 -1.13 -0.2392
C 0.03 2.12 -2.80 -0.2411
C -4.38 -2.04 1.79 -0.1920
C -1.53 -1.69 2.13 -0.1966
C -2.54 -3.33 -0.13 -0.1953
H -4.90 2.09 0.97 0.0953
H -2.76 1.13 2.07 0.0091
H 1.16 -2.26 -2.62 0.0615
H 0.07 -0.88 -2.95 0.0150
H -0.58 -2.36 -2.20 0.0206
H 3.03 -1.24 -1.12 0.0583
H 2.72 0.16 -0.07 0.0234
H 2.37 0.25 -1.83 0.0212
H 2.02 -3.04 -0.54 0.0576
H 0.46 -3.36 0.25 0.0181
H 1.73 -2.44 1.12 0.0386
H 0.77 5.14 -2.07 0.0668
H -0.40 5.21 -0.71 0.0201
H -0.95 4.69 -2.32 0.0501
H 2.57 2.45 -1.96 0.0579
H 2.49 2.55 -0.19 0.0383
H 2.45 4.04 -1.17 0.0627
H 0.39 2.79 -3.60 0.0845
H -1.03 1.92 -2.96 0.0339
H 0.58 1.17 -2.89 0.0163
H -4.58 -3.11 1.88 0.0757
H -5.19 -1.55 1.25 0.0474
H -4.25 -1.58 2.78 0.0700
H -1.96 -2.01 3.09 0.0812
H -1.15 -0.67 2.24 0.0280
H -0.69 -2.36 1.92 0.0429
H -2.96 -4.18 0.41 0.0768
H -1.47 -3.47 -0.33 0.0290
H -3.07 -3.19 -1.08 0.0679
C -4.31 1.29 -2.30 -0.4820
C -4.45 0.38 -3.38 -0.0432
C -4.55 0.89 -4.68 0.0007
C -4.51 2.26 -4.94 0.0377
C -4.35 3.14 -3.88 -0.0039
C -4.27 2.66 -2.58 -0.0609
S -4.39 0.66 -0.68 1.1124
H -3.29 -1.01 -0.22 -0.0622
H -4.51 -0.69 -3.17 0.1259
H -4.64 0.19 -5.51 0.1369
H -4.60 2.65 -5.96 0.1461
H -4.30 4.22 -4.02 0.1366
H -4.21 3.36 -1.76 0.0994
C 2.29 -0.43 3.20 -0.1242
O 1.62 0.31 2.16 -0.2423
H 3.15 -0.95 2.76 0.0905
H 1.62 -1.20 3.61 0.0773
H 2.65 0.23 4.01 0.0979
H 1.19 1.11 2.52 -0.0134
```

Summary:
net charge	+3
Kohn-Sham gap (alpha / beta)	0.2191 / 0.1426	Ha
HOMO (alpha / beta)	-16.34 / -16.30	eV

---

No. 2
A structure of composition C29H36N6O3S3Tm. Source: the Open Molecules 2025 dataset; level of theory: wB97M-V/def2-TZVPD.

XYZ file:
```
78
Properties=species:S:1:pos:R:3:lowdin_spin:R:1
Tm 0.03 0.21 0.85 2.0124
N -1.61 1.93 2.19 -0.0014
C -0.96 2.83 3.15 0.0000
C 0.14 2.06 3.86 0.0001
N 1.11 1.56 2.87 -0.0014
H -2.30 2.45 1.65 0.0000
H -2.13 1.23 2.70 0.0001
H -1.66 3.22 3.90 0.0000
H -0.53 3.67 2.60 0.0000
H -0.29 1.20 4.38 0.0000
H 0.61 2.71 4.61 0.0000
H 1.68 0.83 3.29 0.0001
H 1.74 2.31 2.62 0.0000
C -2.92 2.86 -1.79 0.0000
C -2.20 1.59 -1.41 0.0002
O -1.25 1.69 -0.60 -0.0015
C -2.62 0.34 -1.98 0.0002
C -3.65 0.29 -2.94 0.0001
C -4.12 -0.90 -3.44 0.0001
C -3.60 -2.10 -2.94 0.0000
C -2.59 -2.10 -2.01 0.0000
C -2.04 -0.89 -1.52 0.0000
O -1.04 -0.93 -0.71 -0.0020
H -2.64 3.64 -1.08 0.0000
H -4.00 2.73 -1.77 0.0000
H -2.62 3.17 -2.79 0.0000
H -4.08 1.21 -3.32 0.0000
H -4.91 -0.91 -4.18 0.0000
H -4.01 -3.04 -3.28 0.0000
H -2.21 -3.03 -1.60 0.0000
S -1.44 -1.23 2.51 -0.0022
C -0.54 -2.73 2.56 0.0000
C -1.24 -3.91 2.77 0.0001
C -0.61 -5.15 2.84 0.0000
C -1.40 -6.33 3.01 0.0000
N -2.06 -7.26 3.14 0.0000
C 0.78 -5.22 2.72 0.0002
C 1.49 -4.04 2.51 -0.0001
C 0.87 -2.80 2.40 0.0000
S 1.88 -1.41 2.02 -0.0032
C 1.50 -6.45 2.74 0.0000
N 2.12 -7.42 2.72 0.0001
H -2.32 -3.86 2.87 0.0000
H 2.57 -4.08 2.42 -0.0001
C 2.78 3.10 -1.88 0.0000
S 1.18 2.62 -1.16 0.0001
O 1.55 1.45 -0.28 -0.0017
C 1.04 4.04 -0.07 0.0000
C 1.97 4.23 0.94 0.0000
C 1.85 5.33 1.78 0.0000
C 0.81 6.23 1.60 0.0000
C -0.11 6.04 0.58 0.0000
C 0.00 4.94 -0.26 0.0000
H 3.51 3.20 -1.08 0.0000
H 2.65 4.05 -2.41 0.0000
H 3.08 2.32 -2.57 0.0000
H 2.79 3.53 1.06 0.0000
H 2.58 5.48 2.57 0.0000
H 0.72 7.08 2.26 0.0000
H -0.92 6.75 0.44 0.0000
H -0.71 4.78 -1.06 0.0000
N 1.57 -3.34 -3.32 0.0000
C 1.81 -3.88 -1.94 0.0000
C 1.15 -2.92 -0.95 0.0000
N 1.61 -1.54 -1.08 -0.0003
C 1.53 -1.06 -2.45 0.0000
C 2.19 -1.99 -3.47 0.0000
H 0.56 -3.25 -3.44 0.0000
H 1.91 -3.98 -4.03 0.0000
H 2.89 -3.93 -1.79 0.0000
H 1.39 -4.87 -1.86 0.0000
H 1.34 -3.26 0.06 0.0000
H 0.07 -2.93 -1.11 0.0000
H 2.52 -1.42 -0.66 0.0000
H 2.00 -0.07 -2.50 0.0000
H 0.47 -0.94 -2.71 0.0000
H 3.26 -2.09 -3.27 0.0000
H 2.04 -1.64 -4.49 0.0000
```

Summary:
energy relative to the best compared isomer or geometry (same formula, charge and spin)	18.1	kcal/mol
<S²>	2.00
2S+1	3
net charge	+1
Kohn-Sham gap (alpha / beta)	0.2339 / 0.2342	Ha
HOMO (alpha / beta)	-9.19 / -9.20	eV

---

No. 3
An isolated molecule of C5H5NO2. Source: the Open Molecules 2025 dataset; level of theory: wB97M-V/def2-TZVPD.

XYZ file:
```
13
Properties=species:S:1:pos:R:3:lowdin_charge:R:1
C -2.86 -0.40 0.07 0.0283
C -1.62 0.11 -0.02 -0.1429
O -0.62 -0.89 -0.21 0.0542
C 0.59 -0.46 -0.14 -0.3993
C 1.27 0.71 -0.02 -0.0311
C 2.68 0.39 0.08 -0.1525
N 2.81 -0.88 0.01 0.0329
O 1.56 -1.41 0.03 0.0127
H -3.05 -1.54 0.34 0.1229
H -3.65 0.36 0.26 0.0642
H -1.42 1.22 -0.28 0.1433
H 0.72 1.75 -0.05 0.1277
H 3.61 1.03 -0.06 0.1395
```

Summary:
energy relative to the best compared isomer or geometry (same formula, charge and spin)	94.1	kcal/mol
Kohn-Sham gap	0.3663	Ha
HOMO	-9.10	eV